Computed, not measured: a cluster of 3 separate species, C42H65BrNO4S in total in a non-equilibrium geometry, with the ωB97M-V functional and the def2-TZVPD basis.

Structure (XYZ):
```
114
C42H65BrNO4S the ωB97M-V functional and the def2-TZVPD basis
C 5.24536 3.57724 -0.24547
C 4.87305 2.66920 -1.43202
S 3.36033 1.70921 -1.08994
C 3.94092 -0.00206 -1.12561
C 2.90965 -1.05239 -1.51411
C 2.41469 -0.91701 -2.95703
C 3.43015 -0.76610 -4.11725
C 3.95381 0.65885 -4.34388
C 4.59130 -1.76358 -4.17317
O 3.70725 -2.24503 -1.37699
C 3.05628 -3.44988 -1.67289
C 1.85553 -3.66650 -0.78014
O 1.03135 -4.68109 -1.32585
C 1.41334 -5.98310 -0.89206
C 0.79459 -6.35218 0.43716
C 0.55992 -7.86151 0.57899
O 1.67576 -5.86773 1.45867
N 0.99096 -2.46398 -0.76902
C -0.18496 -2.70214 0.13245
C -1.50287 -2.95603 -0.62013
C -2.63253 -2.12284 -0.00130
C -2.85974 -0.75905 -0.61209
C -2.46465 -0.38448 -1.89531
C -2.65209 0.92314 -2.37762
C -3.23644 1.88939 -1.55988
C -3.66127 1.51329 -0.28867
C -3.49123 0.20841 0.18513
C 1.72232 -1.13035 -0.48467
C 2.15085 -1.02456 0.97026
C 3.30250 -1.88470 1.54195
C 2.96707 -2.37728 2.94540
Br 2.82998 -0.87748 4.17369
C 0.61561 -0.06342 -0.79559
C -0.13297 0.65289 0.34752
C 0.43745 1.97110 0.83487
O -0.66200 2.68217 1.39749
C -0.23686 3.72605 2.24871
H 4.92301 4.59266 -0.44295
H 6.31890 3.57806 -0.09356
H 4.75634 3.25129 0.66391
H 5.68095 1.99254 -1.67690
H 4.62622 3.28559 -2.28771
H 4.39035 -0.25834 -0.17498
H 4.73225 -0.08643 -1.86169
H 1.74952 -0.06771 -3.06179
H 1.78771 -1.76817 -3.22783
H 2.83199 -0.95726 -5.00705
H 3.19981 1.39046 -4.07453
H 4.87988 0.85358 -3.81539
H 4.12506 0.78629 -5.40876
H 4.35422 -2.75359 -3.80443
H 5.44439 -1.38423 -3.61719
H 4.91910 -1.86775 -5.20409
H 3.76688 -4.24407 -1.46598
H 2.75700 -3.56516 -2.71407
H 2.10624 -3.97122 0.22963
H 1.06396 -6.67794 -1.64474
H 2.49492 -6.09729 -0.82702
H -0.16420 -5.84013 0.54647
H -0.34962 -8.07144 1.13125
H 1.39565 -8.28585 1.12960
H 0.51280 -8.38111 -0.37173
H 1.36984 -6.21668 2.29992
H 0.61186 -2.39849 -1.71452
H -0.34736 -1.86642 0.79648
H 0.01811 -3.56567 0.75278
H -1.76192 -4.00697 -0.55523
H -1.40297 -2.74902 -1.68161
H -3.55810 -2.68984 -0.08015
H -2.42878 -2.01961 1.06229
H -1.99147 -1.08973 -2.56389
H -2.31154 1.15410 -3.37340
H -3.34285 2.89646 -1.92688
H -4.10237 2.25379 0.36422
H -3.82507 -0.03634 1.18160
H 2.42791 0.01388 1.11124
H 1.30359 -1.18938 1.62427
H 4.19993 -1.28407 1.64640
H 3.57873 -2.75946 0.96596
H 2.02046 -2.90494 2.94820
H 3.76409 -3.00823 3.31233
H 1.01377 0.72034 -1.42910
H -0.16037 -0.53154 -1.39491
H -1.09120 0.94590 -0.08218
H -0.38691 0.02586 1.19748
H 0.81671 2.54503 -0.00907
H 1.19122 1.84481 1.61272
H -1.12705 4.22800 2.61301
H 0.35441 4.46060 1.70052
H 0.31150 3.33668 3.10652
C -3.09093 6.05829 -0.29480
C -3.79565 6.82058 0.62720
C -3.83366 6.43724 1.96103
C -3.16315 5.29401 2.37323
C -2.45716 4.53128 1.45172
C -2.42232 4.91320 0.11772
H -3.06128 6.35859 -1.33440
H -4.31426 7.71451 0.30622
H -4.38744 7.02954 2.67837
H -3.19293 4.99234 3.41240
H -1.93404 3.63745 1.77106
H -1.87094 4.31767 -0.59961
C -6.99115 1.31033 3.04762
C -6.54623 2.17519 2.05696
C -6.22429 3.48649 2.36798
C -6.34393 3.93860 3.67437
C -6.80085 3.07990 4.66480
C -7.12631 1.76631 4.35163
H -7.23501 0.28396 2.80380
H -6.43885 1.82392 1.03787
H -5.86869 4.15232 1.59113
H -6.08169 4.95975 3.91989
H -6.89833 3.43247 5.68336
H -7.48089 1.09771 5.12530
```

Calculated values
Kohn-Sham gap: 8.6 eV
strongest force on any atom: 3.28 eV/Å
total charge: +1

=====

Computed, not measured: a structure of composition C42H66BrIN5O3PTi in a non-equilibrium geometry, with the ωB97M-V functional and the def2-TZVPD basis.

Structure (XYZ):
```
120
C42H66BrIN5O3PTi the ωB97M-V functional and the def2-TZVPD basis
Ti -0.68467 -0.36334 -0.49024
C 0.53764 2.83488 -0.93052
C -0.96027 2.82419 -1.14970
N -1.59792 1.63664 -0.50372
C -3.01875 1.53826 -0.91670
C -3.11280 0.71693 -2.18188
N -2.51065 -0.60651 -1.93349
C -2.52311 -1.42718 -3.16055
C -2.08725 -2.87833 -2.95664
C -0.84398 -3.14679 -2.08582
N 0.00531 -1.95765 -1.86302
C 0.70178 -1.55898 -3.11056
C 1.43536 -0.26418 -2.88225
N 0.52432 0.69288 -2.22572
C 1.26189 1.94884 -1.93091
H 0.74629 2.51564 0.09134
H 0.91621 3.85297 -1.01819
H -1.20516 2.80237 -2.21472
H -1.42507 3.71758 -0.73416
H -1.56308 1.82111 0.50147
H -3.44115 2.53365 -1.06985
H -3.57633 1.05103 -0.12068
H -2.56740 1.18970 -3.00286
H -4.15553 0.63180 -2.50130
H -3.10121 -1.07496 -1.24858
H -1.90039 -0.92000 -3.89727
H -3.53453 -1.43656 -3.57761
H -1.93371 -3.29600 -3.95212
H -2.92195 -3.43669 -2.53172
H -0.23853 -3.92606 -2.55565
H -1.12983 -3.52173 -1.10512
H 0.73820 -2.25658 -1.20435
H -0.03091 -1.44919 -3.90792
H 1.39551 -2.34767 -3.41165
H 1.82340 0.13457 -3.82351
H 2.28239 -0.42303 -2.21927
H -0.20352 0.91832 -2.90309
H 1.42531 2.48586 -2.87001
H 2.24124 1.66868 -1.54239
O 1.58649 -2.55359 0.49867
C 2.60953 -1.65164 0.92647
C 1.97326 -0.24810 1.09938
O 2.42716 0.62104 1.79018
O 0.86144 -0.04916 0.37982
C 3.29226 -2.20105 2.18219
C 3.35785 -3.58872 2.32410
C 3.99500 -4.16079 3.41490
C 4.59044 -3.35495 4.37292
C 4.54965 -1.97766 4.22423
C 3.91144 -1.39824 3.13608
C 3.62696 -1.54781 -0.21541
C 3.77763 -2.61142 -1.09948
C 4.70102 -2.53400 -2.13377
C 5.48412 -1.39890 -2.28879
C 5.35592 -0.34943 -1.38911
C 4.43631 -0.42366 -0.35216
H 1.21861 -2.98228 1.28037
H 2.93590 -4.24070 1.56912
H 4.03794 -5.23802 3.50539
H 5.09414 -3.79825 5.22111
H 5.02195 -1.34032 4.95988
H 3.89488 -0.32432 3.04354
H 3.18309 -3.50654 -0.97363
H 4.81967 -3.37039 -2.81067
H 6.20688 -1.34200 -3.09151
H 5.98204 0.52773 -1.48579
H 4.35748 0.39576 0.35176
Br -2.04180 4.49000 2.23959
C -0.92037 5.32243 3.53193
C -1.40052 6.49170 4.10230
C -0.64677 7.14321 5.06426
C 0.57682 6.62220 5.45450
C 1.05039 5.45483 4.87819
C 0.30716 4.79314 3.90562
I 1.13663 3.06666 3.07430
H -2.35843 6.88586 3.79350
H -1.01990 8.05736 5.50498
H 1.16853 7.12312 6.20833
H 2.00652 5.05108 5.18161
C -3.55935 -3.48399 0.41002
C -3.96220 -2.59905 1.60278
C -4.55366 -3.50047 2.69347
C -5.06847 -1.65269 1.10616
P -2.48001 -1.57065 2.15716
N -1.72302 -1.01768 0.81606
C -3.03233 -0.16241 3.25849
C -1.80094 0.44524 3.94599
C -4.04057 -0.60671 4.32915
C -3.66037 0.97803 2.44841
C -1.26791 -2.64894 3.10513
C 0.06466 -1.89052 3.27437
C -1.73832 -3.09296 4.49544
C -1.00293 -3.90613 2.25823
H -4.44521 -3.68286 -0.19621
H -3.16212 -4.44714 0.72202
H -2.81642 -2.99828 -0.21599
H -5.45753 -3.96259 2.28975
H -4.83967 -2.96299 3.59371
H -3.87997 -4.30943 2.96841
H -5.84959 -2.25704 0.64260
H -4.70881 -0.94647 0.35350
H -5.53480 -1.09049 1.91097
H -1.44102 -0.16169 4.77301
H -2.09132 1.41389 4.35808
H -0.98070 0.62827 3.25218
H -3.72894 -1.48555 4.88766
H -5.03126 -0.79044 3.91726
H -4.13712 0.21365 5.04329
H -2.91058 1.47862 1.83814
H -4.02437 1.72324 3.15819
H -4.50276 0.68255 1.83165
H 0.10374 -1.33687 4.20820
H 0.24768 -1.18907 2.46540
H 0.88614 -2.60906 3.31508
H -1.83632 -2.25905 5.18645
H -0.96898 -3.75356 4.90294
H -2.67154 -3.65135 4.48274
H -0.81081 -3.67135 1.20896
H -1.82702 -4.61525 2.30519
H -0.12490 -4.41490 2.66299
```

Calculated values
Kohn-Sham gap: 7.7 eV
strongest force on any atom: 1.33 eV/Å
total charge: +2
relative energy (zero: lowest compared OMol25 entry of this formula, charge and spin): 2.7 kcal per mole